Entry 1:
Below is 3 unconnected molecules or ions with the total composition C5H11NOS, with properties calculated with ωB97M-V with the def2-TZVPD basis set.

Calculated values
Charge ... 0
Kohn-Sham gap (alpha / beta) ... 0.249 / 0.314 Eh
Energy relative to the best compared isomer or geometry (same formula, charge and spin) ... 140.8 kcal per mole
Multiplicity ... 1

Geometry as XYZ:
```
19
Properties=species:S:1:pos:R:3:nbo_charge:R:1
C 0.13035 4.26537 0.13096 -0.1475
C -1.01171 1.00856 0.33297 0.7951
C 0.43968 -0.81376 0.54292 -0.6241
C -0.70540 -0.37159 -1.71197 -0.5944
C -0.06154 0.25994 -0.43781 -0.4337
N 0.08353 3.02689 -0.06607 -0.5151
O -2.12922 1.13013 0.59502 -0.4516
S 1.47075 -4.48978 1.59760 -0.2802
H 0.67035 4.81391 -0.55944 0.1526
H -0.38550 4.88472 0.82699 0.1480
H 0.65520 -0.48187 1.60225 0.2392
H 1.46396 -1.04489 0.25294 0.2323
H -0.13180 -1.84004 0.51376 0.2281
H 0.21671 -0.95143 -2.21013 0.2255
H -1.33604 0.28616 -2.35217 0.2384
H -1.41581 -1.19113 -1.26670 0.2033
H 0.67699 0.98708 -0.86855 0.3001
H 0.97000 -5.02556 0.58987 0.1218
H 0.39949 -4.45271 2.48757 0.1618
```

Entry 2:
Below is a molecular structure, C49H52Cl5N5O3STa, with properties calculated with ωB97M-V with the def2-TZVPD basis set.

Calculated values
Charge ... +1
Kohn-Sham gap ... 0.246 Eh
Energy relative to the best compared isomer or geometry (same formula, charge and spin) ... 22.9 kcal per mole
Multiplicity ... 1

Geometry as XYZ:
```
116
Properties=species:S:1:pos:R:3:mulliken_charge:R:1
Ta -0.36243 1.08719 -0.15559 -2.6838
Cl -2.25259 2.16432 2.58886 -0.1732
C -1.39931 3.43204 1.77061 0.7270
C -0.45211 3.07988 0.80048 -0.3624
C 0.33759 4.12349 0.30483 0.8526
Cl 1.65359 3.70015 -0.73466 -0.1191
C 0.13407 5.45102 0.64392 -0.1206
Cl 1.11798 6.67881 -0.03837 -0.1809
C -0.87886 5.76547 1.54490 0.4480
Cl -1.17383 7.40025 1.95659 -0.1706
C -1.63166 4.74906 2.13677 -0.1234
Cl -2.82801 5.12118 3.30941 -0.1772
C -3.80692 -6.15701 -1.50056 -0.9635
O -2.85930 -5.48600 -0.67465 -0.4286
C -1.55694 -5.57592 -1.02544 0.8799
C -0.64717 -4.96252 -0.15834 -0.2744
C 0.69626 -4.94667 -0.45752 -0.0182
C 1.16042 -5.55457 -1.62597 -0.6156
C 0.27440 -6.24414 -2.42618 -0.4011
C -1.09229 -6.24063 -2.15217 -0.7039
N 2.54161 -5.56610 -2.05323 -0.4306
N 3.28369 -4.57851 -1.92430 -0.5012
C 2.78624 -3.26695 -1.56703 -0.4358
C 3.50532 -2.57892 -0.64279 -0.6807
C 3.09564 -1.30104 -0.17838 -0.5205
C 1.94343 -0.76435 -0.63356 -0.1267
O 1.40197 0.41764 -0.21865 0.4502
C 1.17820 -1.45502 -1.60047 0.8437
N -0.01356 -0.88166 -1.93496 0.6955
C -0.67672 -1.39491 -2.94388 -0.3383
C -0.19393 -2.48314 -3.69931 -1.9720
C 0.96042 -3.10277 -3.31502 -0.8233
C 1.65530 -2.63355 -2.17760 0.8158
H -4.77671 -5.98273 -1.04814 0.2469
H -3.60881 -7.22954 -1.53327 0.4019
H -3.80155 -5.75212 -2.51549 0.3595
H -1.02755 -4.50960 0.74901 0.4524
H 1.39436 -4.48382 0.22920 0.5944
H 0.65985 -6.75885 -3.29988 0.4921
H -1.76779 -6.76399 -2.81317 0.4633
H 4.39144 -3.04560 -0.22971 0.4591
H 3.69878 -0.75699 0.53702 0.5494
H -1.61807 -0.92005 -3.19692 0.6382
H -0.74824 -2.82272 -4.56566 0.5594
H 1.35896 -3.93196 -3.88690 0.6478
C 0.75793 3.17431 -7.08301 -0.4698
C 1.53555 2.14654 -6.56756 -0.7934
C 1.39850 1.77898 -5.23594 -0.4631
C 0.46520 2.40744 -4.41061 0.2069
C -0.30102 3.45101 -4.93730 0.0170
C -0.15228 3.83110 -6.26100 -0.8840
C 0.37082 1.95416 -3.00686 -0.1137
C -0.67122 1.97573 -2.15788 0.1485
C -2.07455 2.32275 -2.54625 0.4535
C -2.85413 3.17013 -1.76077 0.0955
C -4.18318 3.42389 -2.07852 -0.8635
C -4.76501 2.81668 -3.18170 -0.5813
C -3.99756 1.97433 -3.97974 -1.1659
C -2.66874 1.73515 -3.66642 -0.0469
H 0.86530 3.46935 -8.11919 0.4019
H 2.25661 1.63970 -7.19825 0.4158
H 2.01719 0.98448 -4.82861 0.4588
H -1.00644 3.97370 -4.30438 0.5203
H -0.74725 4.64719 -6.65310 0.4242
H 1.31155 1.53604 -2.64546 0.6768
H -2.41190 3.64805 -0.89381 0.3827
H -4.76612 4.09262 -1.45667 0.4362
H -5.80377 3.00477 -3.42530 0.4116
H -4.43889 1.50085 -4.84857 0.4467
H -2.07136 1.09494 -4.30652 0.5662
C 4.46122 4.13345 5.19319 -1.4018
C 4.32174 3.03572 4.14151 -0.2704
C 2.97436 3.09029 3.43088 -0.7630
C 2.82493 2.08332 2.30038 0.2222
N 2.96547 0.69516 2.75813 0.1032
C 1.96162 -0.16954 2.97325 0.0969
S 0.34002 0.20723 2.59081 -0.0134
N 2.29672 -1.31361 3.57392 -0.1376
C 1.40472 -2.40493 3.98429 -0.4234
C 1.53990 -2.71309 5.46929 -0.9299
C 0.97584 -1.63727 6.40877 -0.3567
C 1.86828 -0.40890 6.61067 -0.8963
H 5.42008 4.06935 5.70869 0.3912
H 3.67129 4.05599 5.94483 0.3298
H 4.39272 5.12177 4.73320 0.3482
H 4.44811 2.06463 4.63309 0.2116
H 5.12526 3.13605 3.40279 0.3141
H 2.83880 4.08785 2.99917 0.4670
H 2.16706 2.93259 4.15524 0.2871
H 3.57737 2.26156 1.52834 0.3550
H 1.85027 2.17783 1.84354 -0.7646
H 3.86665 0.45363 3.14235 0.4296
H 3.25827 -1.41313 3.86465 0.2680
H 1.64287 -3.28736 3.38964 0.1417
H 0.38876 -2.10146 3.75357 0.3394
H 2.59365 -2.89947 5.71166 0.4027
H 1.00794 -3.65041 5.64272 0.3745
H 0.80346 -2.10043 7.38202 0.3604
H -0.00037 -1.31642 6.03149 0.2226
H 2.87783 -0.70709 6.91137 0.3043
H 1.46814 0.23088 7.39825 0.3969
H 1.94546 0.20030 5.70704 0.0188
C -3.44636 -1.17310 -1.13533 -1.3507
C -3.23796 -0.39298 0.14649 1.6850
C -4.45233 0.46301 0.43087 -1.4849
C -2.91005 -1.32013 1.29906 -1.4307
O -2.05838 0.49468 -0.04383 1.4593
H -4.33643 -1.79463 -1.03648 0.5837
H -2.59334 -1.82336 -1.32813 0.1830
H -3.58129 -0.48976 -1.97896 0.1578
H -5.31737 -0.19545 0.50744 0.4315
H -4.61926 1.16938 -0.38501 0.2246
H -4.35737 1.02071 1.35951 0.3003
H -3.77303 -1.95014 1.51770 0.5276
H -2.65189 -0.75340 2.19571 0.2156
H -2.06392 -1.96136 1.04182 0.1575
```

Entry 3:
Below is a molecular structure, C4H13FeO9P, with properties calculated with ωB97M-V with the def2-TZVPD basis set.

Calculated values
Charge ... -2
Kohn-Sham gap (alpha / beta) ... 0.142 / 0.135 Eh
Energy relative to the best compared isomer or geometry (same formula, charge and spin) ... 1.8 kcal per mole
Multiplicity ... 5

Geometry as XYZ:
```
28
Properties=species:S:1:pos:R:3:lowdin_spin:R:1
Fe -20.67684 11.56219 -14.30905 3.6644
O -20.74473 9.95926 -15.57727 0.0548
H -21.54374 10.17633 -16.06770 0.0055
P -20.26918 12.18513 -11.76669 0.0083
O -20.67325 13.09178 -13.02260 0.0842
O -18.92042 12.48216 -11.08474 0.0087
O -19.97796 10.83605 -12.59806 0.0844
O -21.42925 12.01176 -10.79024 0.0039
C -23.46510 11.89064 -15.22004 0.0016
C -22.77964 13.15036 -15.71258 0.0003
O -21.37502 12.97986 -15.98210 0.0244
O -22.85981 11.31299 -14.06757 0.0240
H -23.49729 11.14474 -16.02617 0.0004
H -24.52161 12.13905 -15.04683 0.0006
H -22.88640 13.98196 -15.00524 0.0000
H -23.33369 13.49119 -16.60586 0.0001
H -21.15626 13.64701 -16.63913 0.0035
H -23.44126 11.47999 -13.31832 0.0016
C -17.72287 12.20463 -16.01957 0.0044
C -18.36257 11.59700 -17.24638 0.0002
O -18.55657 10.21498 -17.21390 0.0007
O -18.52153 12.06301 -14.84045 0.0213
H -17.52409 13.27132 -16.22912 0.0005
H -16.76024 11.71500 -15.81134 0.0007
H -17.75162 11.84741 -18.12682 0.0001
H -19.32751 12.10208 -17.43574 0.0001
H -19.41248 10.05399 -16.65926 0.0008
H -18.14247 12.60125 -14.13356 0.0005
```

Entry 4:
Below is C3H8N2O2 in the gas phase, with properties calculated with ωB97M-V with the def2-TZVPD basis set.

Calculated values
Charge ... 0
Structure (SMILES) ... N[C@@]1(O)NCCO1
Kohn-Sham gap ... 0.379 Eh
Energy relative to the best compared isomer or geometry (same formula, charge and spin) ... 23.4 kcal per mole
Multiplicity ... 1

Geometry as XYZ:
```
15
Properties=species:S:1:pos:R:3:nbo_charge:R:1
N 1.72711 -0.01706 -1.02303 -0.8545
C 0.43315 0.48313 -0.64679 0.7412
O 0.21890 1.59597 -1.44408 -0.7023
N -0.58648 -0.54264 -0.79701 -0.6601
C -1.29047 -0.69504 0.47049 -0.2510
C -0.30554 -0.09794 1.47346 -0.0852
O 0.35009 0.90253 0.71978 -0.5377
H 2.30441 0.76921 -1.30491 0.3809
H 2.16604 -0.44799 -0.21495 0.3637
H -0.72706 1.78625 -1.40125 0.4807
H -0.15684 -1.39562 -1.13132 0.3870
H -1.54074 -1.74095 0.66883 0.2053
H -2.22506 -0.12000 0.45989 0.1830
H 0.40948 -0.85641 1.83253 0.1542
H -0.77699 0.37658 2.33837 0.1949
```

Entry 5:
Below is 3 unconnected molecules or ions with the total composition C24H56BrClN4O3PS, with properties calculated with ωB97M-V with the def2-TZVPD basis set.

Calculated values
Charge ... -1
Kohn-Sham gap ... 0.284 Eh
Multiplicity ... 1

Geometry as XYZ:
```
91
Properties=species:S:1:pos:R:3:mulliken_charge:R:1
C 0.88938 1.87282 6.23516 -1.1152
C -0.57896 2.06006 5.81119 0.0979
S -1.64495 1.10510 6.90977 -0.2980
C -3.09480 0.61918 5.91056 -0.7333
C -2.83485 0.57823 4.41506 -0.4925
O -1.81217 -0.33680 4.20815 -0.1509
P -1.74835 -0.96922 2.56165 1.0393
C 0.16054 -1.32030 2.83829 -1.1242
C 0.34885 -2.48785 3.72256 0.5622
O 0.08970 -3.65260 3.49800 -0.5217
Cl 1.00351 -2.08644 5.38236 -0.2406
C -1.81979 -1.51898 0.74836 0.0028
C -1.81731 -3.02130 0.39832 0.5890
N -2.77564 -3.77982 1.19538 -0.8353
N -0.49521 -3.60967 0.50318 -0.7119
N -2.20782 -3.19057 -1.03717 -0.6415
O -3.46149 -0.47648 2.42189 -0.5202
C -3.99508 0.11775 3.50085 -0.0215
Br -5.14231 -1.34597 4.45090 -0.2931
C -4.98738 1.17520 3.03347 -0.8905
C -5.54379 2.18560 4.05357 -0.6582
C -6.92817 1.87429 4.63298 -0.5223
N -6.89312 1.33379 5.99147 -0.6594
H 1.40731 1.19504 5.56167 0.2194
H 1.41109 2.82646 6.23819 0.3259
H 0.94434 1.42987 7.22690 0.3205
H -0.81407 3.12259 5.85336 0.4450
H -0.70433 1.75402 4.77911 -0.0506
H -3.90156 1.28984 6.18876 0.3057
H -3.35737 -0.38350 6.22586 0.4686
H -2.60462 1.58493 4.03527 0.3467
H -1.36927 0.37036 2.12015 -0.4199
H -2.09596 -2.22993 3.10443 -0.1688
H 0.68010 -1.47266 1.89742 0.4282
H 0.57397 -0.43864 3.31633 0.3801
H -0.99327 -1.04926 0.20831 -0.8209
H -2.72649 -1.07739 0.33811 0.5387
H -3.43466 -3.13669 1.61417 0.3174
H -2.30448 -4.23122 1.96581 0.3469
H -0.40880 -4.18442 1.32417 0.3325
H 0.20882 -2.89375 0.51601 0.2855
H -1.38208 -3.06966 -1.60446 0.2988
H -2.91031 -2.51326 -1.29504 0.3479
H -4.51010 1.72589 2.22374 0.3947
H -5.82815 0.65391 2.58154 0.5741
H -4.83546 2.35134 4.86108 0.4082
H -5.63989 3.14746 3.55164 0.3599
H -7.50390 2.80222 4.66523 0.3335
H -7.46612 1.21681 3.94584 0.2608
H -6.00184 0.90884 6.18322 0.2463
H -7.59303 0.62219 6.11905 0.2651
C 2.91132 2.51725 -3.58760 -0.8715
C 1.62303 3.01306 -2.93797 -0.4804
C 1.31056 2.32184 -1.61209 -0.9051
C 1.10014 0.81052 -1.71310 -0.0320
C -0.00517 0.37703 -2.67481 -0.3506
C -1.38455 0.89118 -2.27604 -1.0095
H 2.85250 1.45534 -3.83040 -0.0695
H 3.10638 3.05629 -4.51688 0.4412
H 3.76667 2.66877 -2.92563 0.3417
H 0.79062 2.88522 -3.63520 0.2125
H 1.70655 4.08854 -2.75855 0.3871
H 0.42494 2.78532 -1.16985 0.3328
H 2.12919 2.51143 -0.91054 0.4075
H 0.86991 0.42786 -0.71391 -0.1563
H 2.03749 0.32931 -2.00963 0.3298
H -0.03064 -0.71591 -2.69794 0.3158
H 0.22999 0.69708 -3.69504 0.3356
H -1.63962 0.54922 -1.27264 0.0559
H -2.14838 0.52185 -2.96233 0.3869
H -1.43293 1.98169 -2.28545 0.3509
C 7.55611 -2.25671 -6.33645 -1.1967
C 6.98580 -0.93602 -6.84592 -0.4292
C 6.24871 -0.13687 -5.77252 -0.7618
C 5.02454 -0.83435 -5.17787 -0.2974
C 3.95416 -1.23603 -6.19097 -0.4556
C 3.34084 -0.04961 -6.92949 -0.9898
H 6.77069 -2.92612 -5.98373 0.2866
H 8.09788 -2.77631 -7.12824 0.3800
H 8.25108 -2.08695 -5.51161 0.2930
H 6.32333 -1.12713 -7.69448 0.2378
H 7.80461 -0.32303 -7.23238 0.3669
H 5.95092 0.82832 -6.19195 0.3195
H 6.94520 0.09232 -4.95987 0.4021
H 4.57682 -0.16831 -4.43432 0.0659
H 5.34165 -1.72463 -4.62790 0.3468
H 3.16076 -1.76813 -5.66041 0.3772
H 4.36510 -1.94670 -6.91366 0.2961
H 2.89004 0.65065 -6.22364 0.1042
H 2.55891 -0.38481 -7.61237 0.3842
H 4.08422 0.49013 -7.51846 0.2964
```

Entry 6:
Below is C9H15N3O4 in the gas phase, with properties calculated with ωB97M-V with the def2-TZVPD basis set.

Calculated values
Charge ... 0
Structure (SMILES) ... NC(=O)C[C@H](N)C(=O)N1CCC[C@H]1C(=O)O
Kohn-Sham gap ... 0.358 Eh
Energy relative to the best compared isomer or geometry (same formula, charge and spin) ... 95.1 kcal per mole
Multiplicity ... 1

Geometry as XYZ:
```
31
Properties=species:S:1:pos:R:3:nbo_charge:R:1
N -4.86816 1.09852 -0.33928 -0.8162
C -3.70383 0.25873 -0.25220 0.6826
O -3.70586 -0.89542 -0.89392 -0.6468
C -2.43083 0.86508 0.32825 -0.5123
C -1.28186 -0.03537 -0.00998 -0.1374
N -1.63039 -1.24545 0.73844 -0.8713
C 0.06098 0.59633 0.43253 0.6961
O 0.01837 1.92726 0.65624 -0.7051
N 1.06421 -0.19659 0.28664 -0.4022
C 1.15110 -1.45167 -0.35618 -0.2093
C 2.74091 -1.47982 -0.90378 -0.4009
C 3.33019 -0.93990 0.50149 -0.4263
C 2.41151 0.19118 0.67489 -0.1568
C 2.92776 1.35304 -0.35128 0.8024
O 4.03251 1.18759 -0.79461 -0.5791
O 1.98593 2.34863 -0.58037 -0.6966
H -5.58216 0.89792 -1.33208 0.4051
H -4.68658 2.03375 -0.39681 0.3710
H -2.32875 1.91807 -0.05655 0.2553
H -2.60924 0.96132 1.53432 0.2448
H -1.14071 -0.26146 -1.15228 0.2421
H -2.51145 -1.76368 0.45247 0.4219
H -1.70162 -0.97708 1.71559 0.3485
H 0.45807 -1.57993 -1.13874 0.2160
H 0.98403 -2.21984 0.48974 0.2184
H 3.07697 -2.50931 -1.14353 0.2297
H 2.70963 -0.74552 -1.79290 0.2339
H 3.16835 -1.49485 1.34456 0.2070
H 4.37521 -0.63290 0.51079 0.2587
H 2.40742 0.49700 1.76947 0.2336
H 1.27830 2.29439 0.05907 0.4931
```

Short version: DFT total energy = -725.100445; -5153.919065; -2442.513878; -379.103660; -5166.612743; -817.077588 Eh, in the order given.